# 1
A 8-piece molecular cluster, C7H32BO7 overall in a non-equilibrium geometry, computed with wB97M-V/def2-TZVPD.

```
47
Properties=species:S:1:pos:R:3:forces:R:3:mulliken_charge:R:1
H -2.781220 2.783386 -1.576693 0.0 0.3 0.1 0.365
C 1.015092 -3.813716 -1.037386 0.7 0.6 -0.5 -0.631
C 1.176429 0.787207 -3.170256 1.0 0.2 0.5 -0.200
H 2.161300 -1.026153 3.106244 -0.3 0.0 0.0 0.258
H -2.129760 -0.791960 4.229541 0.1 0.4 0.0 0.265
H 1.705807 1.197664 -4.030133 0.0 0.3 0.1 0.289
H 1.492742 0.452437 -1.344739 0.2 -0.1 0.7 0.568
O -0.626789 -0.297686 2.847591 -1.8 -0.9 1.8 -0.449
O 0.520243 1.995317 1.897923 0.0 1.4 0.6 -0.393
O 2.134235 -0.070803 3.196585 0.4 -0.1 -0.1 -0.365
O -1.807785 2.531851 -3.404512 -0.4 -0.8 -1.3 -0.580
H -2.062810 3.404844 -3.711848 0.0 0.0 0.4 0.311
H 0.496452 1.363128 1.175869 -0.1 -0.6 0.2 0.268
H -2.283530 -1.477952 -2.006860 0.1 -0.1 -0.2 0.240
H -0.159919 -1.221667 0.707023 -0.8 -3.5 1.7 0.083
H -1.760348 1.386160 -1.659281 0.2 -0.1 -0.5 0.038
H -0.975943 2.964658 -1.654859 -0.2 0.0 0.8 0.340
B 0.114137 -0.347722 0.136623 0.2 0.2 -0.4 -0.534
H 0.019777 -3.754832 -1.477793 -0.2 0.0 0.0 0.204
H -1.248851 -2.141467 3.629849 -0.1 -0.4 -0.3 0.270
H 1.623461 -4.484149 -1.644433 -0.2 -0.5 0.2 0.277
H 4.157938 0.240684 3.419645 0.2 0.5 0.3 0.294
H 0.224134 -0.604702 -0.905541 0.0 -0.9 -4.0 -0.459
H 1.302531 3.218716 0.480097 0.2 0.2 -0.4 0.286
H -3.934628 -1.093313 -1.554237 -0.2 -0.2 0.0 0.273
C -3.068496 -1.696923 -1.282996 -0.1 0.0 0.3 -0.717
H -1.712691 -1.174430 -0.128699 0.5 0.3 0.9 0.381
H -0.383834 3.508841 0.749804 -0.4 0.1 0.2 0.207
O -2.639631 -1.368634 0.028337 -0.4 -0.1 -0.7 -0.442
H -3.290208 -2.763885 -1.306201 -0.3 -0.1 -0.4 0.263
H 0.930059 -4.150813 -0.004315 0.0 -0.2 0.1 0.225
H 3.709134 -0.105695 1.799417 -0.3 -0.1 -0.3 0.262
C 0.540962 3.238841 1.259652 0.8 0.0 -0.6 -0.819
H 0.851773 4.048707 1.919652 -0.3 -0.1 0.4 0.300
H 0.280667 1.375563 -2.971403 -0.2 -0.5 -0.5 -0.065
O 2.025686 0.884382 -2.016296 0.0 0.3 -0.9 -0.602
H 3.227020 1.456599 2.417415 0.1 0.0 0.3 0.152
H 1.045040 0.039012 0.521461 3.7 1.0 1.2 0.005
H -0.613396 0.438428 0.266669 -3.0 2.7 0.1 0.040
O 1.714546 -2.580479 -1.137827 0.0 -0.7 -0.1 -0.572
H -2.472954 -1.293215 2.583894 0.1 -0.3 -0.1 0.221
C -1.676610 -1.187777 3.320656 1.0 1.0 -0.2 -0.746
H 1.034859 -0.269553 -3.396798 -0.6 0.0 0.0 0.179
C 3.362373 0.411073 2.694293 0.1 -0.2 -0.2 -0.613
H 1.092711 -1.893452 -0.887002 0.0 0.5 0.2 0.471
C -1.849453 2.415566 -2.006377 0.4 0.6 0.6 -0.590
H -0.480252 -0.532086 1.928247 0.1 0.0 -0.1 0.442
```
Positions in Å, forces in eV/Å.

Computed properties:
total charge = -1
max |F| = 4.14 eV/Å
calculated total energy = -837.2435 Eh
highest occupied orbital energy = -0.21727 Ha
relative energy (zero: lowest compared OMol25 entry of this formula, charge and spin) = 53.16 kcal/mol
orbital gap = 0.3249 Ha

=====

# 2
A 9-piece molecular cluster, C7H32NO8 overall in a non-equilibrium geometry, computed with wB97M-V/def2-TZVPD.

```
48
Properties=species:S:1:pos:R:3:forces:R:3:mulliken_charge:R:1
H 1.727168 1.171536 1.134020 0.0 -0.5 0.8 0.436
C 0.774727 0.773945 0.803138 -1.4 1.0 -1.8 -0.894
C 2.026311 -1.661191 -0.571176 0.8 0.6 -0.4 0.667
H 0.328073 2.702987 1.106266 -0.6 0.3 1.0 0.449
H -3.787489 -2.841208 -1.902836 0.1 -0.2 -0.2 0.295
H 0.947519 -3.349042 -1.438901 0.5 -0.2 0.1 0.362
O -1.980716 1.775777 3.088176 -0.4 -0.2 -0.1 -0.714
H 2.320579 -2.725606 -2.432981 0.2 -0.3 0.4 0.333
H 3.553762 3.761978 -0.457380 0.2 0.2 0.2 0.289
O -2.282927 0.846554 -0.357289 -0.5 0.2 0.2 -0.598
H -2.625505 1.400728 2.470749 -0.3 0.2 0.2 0.322
H 0.327666 -0.109971 1.235694 0.8 -0.2 0.6 0.208
C 2.431257 -2.204175 0.568093 0.2 -0.8 0.8 0.017
O -1.030255 3.948033 -0.672078 -0.2 -0.4 0.1 -0.655
O 2.861510 3.775702 0.205514 -0.8 -0.8 -0.3 -0.562
H -0.762058 2.108465 0.174355 -0.4 -0.4 -0.1 0.156
H 0.077987 -0.118247 -0.979418 -0.1 0.2 -0.4 0.083
N -0.255891 1.872332 1.025491 1.5 -0.1 -0.8 0.165
H 1.523599 -4.195124 0.530601 0.0 0.1 -0.1 0.295
C 2.222532 -0.200485 -0.955165 0.1 -0.5 0.1 -1.591
H -2.297451 -0.047990 0.019106 0.3 -0.1 -0.2 0.321
O -2.262852 -0.909067 3.819085 0.0 0.4 0.0 -0.579
H -2.238838 0.738655 -1.308413 0.0 -0.2 -0.2 0.220
C 0.899601 0.547011 -0.715144 0.7 -0.7 0.1 0.056
H 3.246838 -4.216163 0.469917 0.1 0.2 0.0 0.334
H -2.680534 2.660351 -2.905763 0.0 -0.1 0.1 0.337
H 2.413436 -3.877760 1.971674 0.2 0.2 0.3 0.385
C 1.525982 -2.467164 -1.725279 -0.9 -0.5 -0.7 -1.469
H -0.946970 1.633345 1.768478 0.8 0.9 0.3 0.325
H -1.379525 3.744953 -1.563009 0.4 0.3 0.2 0.359
H 0.835773 -1.955477 -2.401073 -0.1 0.6 0.3 0.400
C 2.406714 -3.672695 0.910472 -0.5 -0.5 -0.6 -1.382
H -1.865857 -1.378882 4.556337 -0.1 -0.3 0.0 0.294
H -0.692652 -2.132041 0.372378 0.4 -0.4 -0.2 0.170
H 2.581870 -0.250465 -1.986516 -0.5 0.4 -0.2 0.430
H 3.088635 4.375725 0.905852 0.5 0.5 0.2 0.291
H -1.652823 3.155906 -3.880630 0.3 0.0 0.0 0.280
H -0.709688 4.847828 -0.658710 0.0 0.3 -0.2 0.294
H -2.737839 -1.539277 3.270447 0.1 -0.2 0.1 0.290
H -2.059825 1.161743 3.833220 0.2 -0.1 -0.1 0.315
H -2.408352 -3.366281 -2.408156 -0.2 -0.1 0.0 0.287
O -1.725455 2.780398 -2.994014 -0.6 -0.1 -0.3 -0.639
O -2.834278 -2.745834 -1.809516 0.0 0.2 0.2 -0.615
H 3.051444 0.301039 -0.446842 -0.2 -0.2 0.4 0.485
H 0.855270 1.460714 -1.307218 -0.1 0.2 0.2 0.524
H -2.173986 -2.189643 -0.165654 0.6 -0.3 -0.2 0.404
H 2.921337 -1.654528 1.366997 -0.1 0.6 -0.3 0.407
O -1.557824 -1.737390 0.437099 -0.9 0.5 0.5 -0.588
```
Positions in Å, forces in eV/Å.

Computed properties:
total charge = +1
max |F| = 2.44 eV/Å
calculated total energy = -942.3659 Eh
highest occupied orbital energy = -0.42642 Ha
relative energy (zero: lowest compared OMol25 entry of this formula, charge and spin) = 31.05 kcal/mol
orbital gap = 0.3425 Ha